1.
15
Properties=species:S:1:pos:R:3 method="wB97M-V/def2-TZVPD" homo_energy_ev=-8.6016 e_above_lowest_ev=4.661 max_force_ev_per_a=0.646 energy_ev=-9301.732
C 1.856 -0.166 0.554
C 1.517 -1.193 -0.479
O 0.248 -1.644 -0.404
C -0.813 -0.799 -0.099
N -1.834 -1.085 0.576
C -0.679 0.482 -0.885
N -0.818 1.644 -0.019
H 1.073 0.236 1.197
H 2.493 0.630 0.154
H 2.528 -0.788 1.167
H 0.311 0.491 -1.351
H -1.771 -1.995 1.025
H -1.401 0.446 -1.713
H -1.329 2.370 -0.500
H -1.381 1.371 0.778



2.
216
Properties=species:S:1:pos:R:3 method="wB97M-V/def2-TZVPD" homo_energy_ev=-8.4854 e_above_lowest_ev=6.783 smiles=COCCNCCOC.COCCNCCOC.COCCNCCOC.COCCNCCOC.COCCNCCOC.COCCNCCOC.COCCNCCOC.COCCNCCOC.COCCNCCOC max_force_ev_per_a=3.913 energy_ev=-108435.802
C 1.092 8.436 -7.149
O -0.245 8.110 -6.958
C -0.680 7.333 -8.064
C -2.092 6.736 -7.654
N -2.787 6.070 -8.747
C -3.784 5.135 -8.315
C -4.707 4.859 -9.485
O -5.395 6.036 -10.060
C -6.051 6.811 -9.118
H 1.730 7.555 -7.223
H 1.429 9.044 -6.310
H 1.222 9.083 -8.017
H 0.023 6.533 -8.298
H -0.662 7.920 -8.982
H -2.716 7.504 -7.197
H -1.839 6.004 -6.886
H -3.253 6.733 -9.348
H -4.363 5.561 -7.496
H -3.467 4.182 -7.893
H -5.509 4.191 -9.172
H -4.211 4.272 -10.257
H -6.837 6.352 -8.518
H -6.722 7.496 -9.637
H -5.447 7.351 -8.389
C -3.263 0.201 -17.012
O -2.155 1.076 -17.032
C -2.520 2.316 -16.377
C -1.354 3.233 -16.095
N -1.738 4.254 -15.136
C -0.573 5.065 -14.726
C -0.920 6.063 -13.542
O -0.793 5.469 -12.240
C -1.867 4.662 -11.736
H -2.988 -0.706 -17.551
H -4.069 0.657 -17.586
H -3.659 0.027 -16.012
H -3.102 2.173 -15.467
H -3.231 2.905 -16.955
H -1.038 3.679 -17.038
H -0.508 2.648 -15.734
H -2.326 4.990 -15.500
H -0.120 5.679 -15.504
H 0.198 4.448 -14.265
H -1.929 6.461 -13.648
H -0.162 6.838 -13.432
H -1.619 4.180 -10.791
H -2.064 3.819 -12.398
H -2.717 5.316 -11.540
C -8.809 5.707 -12.365
O -8.578 4.622 -13.226
C -9.477 4.657 -14.312
C -9.250 3.543 -15.324
N -8.007 3.509 -16.012
C -7.644 2.198 -16.550
C -8.583 1.818 -17.663
O -8.344 0.517 -18.180
C -7.246 0.456 -19.063
H -8.148 5.706 -11.499
H -9.819 5.667 -11.957
H -8.609 6.605 -12.950
H -9.536 5.605 -14.847
H -10.480 4.590 -13.892
H -10.055 3.621 -16.055
H -9.362 2.642 -14.721
H -7.156 3.823 -15.567
H -7.720 1.538 -15.685
H -6.655 2.175 -17.007
H -8.499 2.522 -18.490
H -9.613 1.906 -17.317
H -7.145 1.294 -19.752
H -7.326 -0.511 -19.558
H -6.377 0.404 -18.405
C 2.829 4.426 -10.339
O 4.187 4.523 -10.229
C 4.896 3.313 -10.396
C 4.817 2.672 -11.848
N 3.451 2.097 -11.910
C 3.456 1.190 -13.083
C 2.211 0.211 -13.088
O 0.964 0.753 -13.590
C 0.150 1.560 -12.697
H 2.420 3.602 -9.756
H 2.514 4.325 -11.378
H 2.415 5.421 -10.176
H 4.601 2.622 -9.606
H 5.896 3.709 -10.218
H 5.630 1.956 -11.969
H 4.995 3.527 -12.500
H 2.739 2.790 -12.092
H 4.385 0.640 -12.937
H 3.557 1.704 -14.039
H 2.112 -0.169 -12.071
H 2.404 -0.629 -13.755
H -0.216 0.998 -11.838
H -0.736 1.966 -13.184
H 0.699 2.421 -12.317
C -3.018 9.480 -10.607
O -4.267 9.720 -11.346
C -4.551 8.845 -12.477
C -3.582 9.177 -13.617
N -3.645 10.568 -14.072
C -2.881 10.920 -15.268
C -3.035 12.372 -15.767
O -2.644 13.304 -14.707
C -2.445 14.610 -15.084
H -3.099 9.945 -9.624
H -2.263 9.999 -11.198
H -2.765 8.424 -10.512
H -5.557 8.976 -12.875
H -4.539 7.785 -12.223
H -3.877 8.566 -14.471
H -2.557 8.918 -13.352
H -3.468 11.192 -13.297
H -3.240 10.177 -15.980
H -1.830 10.707 -15.069
H -4.031 12.558 -16.168
H -2.414 12.436 -16.660
H -2.322 15.328 -14.273
H -3.396 14.916 -15.520
H -1.666 14.823 -15.816
C -6.164 1.582 -10.828
O -4.908 2.117 -11.218
C -4.850 2.399 -12.654
C -5.226 3.812 -13.141
N -4.973 4.086 -14.569
C -5.260 5.518 -14.891
C -5.075 5.841 -16.283
O -3.631 5.923 -16.409
C -3.156 6.132 -17.713
H -6.346 0.570 -11.189
H -6.923 2.289 -11.162
H -6.306 1.585 -9.748
H -5.386 1.682 -13.275
H -3.809 2.130 -12.833
H -4.701 4.550 -12.535
H -6.282 3.959 -12.915
H -4.032 3.807 -14.811
H -4.622 6.122 -14.246
H -6.290 5.689 -14.575
H -5.582 6.777 -16.517
H -5.522 5.127 -16.973
H -3.391 5.249 -18.308
H -2.078 6.292 -17.715
H -3.574 7.005 -18.215
C 1.203 5.724 -18.909
O 0.805 4.374 -18.909
C 1.018 3.659 -20.134
C 0.599 2.165 -19.749
N 1.043 1.210 -20.879
C 0.772 -0.180 -20.300
C 1.016 -1.446 -21.195
O -0.241 -1.731 -21.880
C -0.644 -3.022 -22.096
H 2.256 5.898 -18.683
H 0.741 6.230 -18.061
H 0.957 6.301 -19.800
H 2.062 3.717 -20.443
H 0.355 4.129 -20.860
H -0.484 2.093 -19.655
H 1.160 1.860 -18.865
H 0.359 1.303 -21.617
H -0.266 -0.317 -19.996
H 1.319 -0.243 -19.359
H 1.359 -2.233 -20.523
H 1.947 -1.318 -21.747
H -0.928 -3.532 -21.176
H 0.134 -3.629 -22.560
H -1.501 -3.116 -22.762
C -0.180 3.284 -8.159
O 1.104 2.957 -7.787
C 1.590 3.661 -6.726
C 3.025 3.291 -6.492
N 3.186 1.905 -6.099
C 4.596 1.548 -6.046
C 4.587 0.046 -5.511
O 5.902 -0.477 -5.480
C 5.980 -1.928 -5.373
H -0.882 2.689 -7.574
H -0.299 2.952 -9.190
H -0.675 4.246 -8.026
H 1.007 3.514 -5.817
H 1.589 4.705 -7.037
H 3.567 3.765 -5.674
H 3.587 3.413 -7.418
H 2.638 1.252 -6.641
H 5.241 2.105 -5.366
H 4.976 1.674 -7.060
H 4.007 -0.625 -6.143
H 4.157 -0.067 -4.516
H 5.651 -2.501 -6.240
H 5.388 -2.278 -4.526
H 7.024 -2.158 -5.160
C -12.132 -6.956 -18.011
O -11.514 -5.717 -18.074
C -10.297 -5.490 -17.367
C -9.647 -4.178 -17.722
N -8.583 -3.835 -16.816
C -7.844 -2.605 -17.126
C -6.708 -2.385 -16.100
O -7.220 -2.115 -14.770
C -6.211 -2.063 -13.792
H -12.200 -7.245 -16.962
H -11.402 -7.591 -18.513
H -13.133 -6.905 -18.439
H -9.598 -6.283 -17.633
H -10.300 -5.586 -16.281
H -10.464 -3.467 -17.603
H -9.350 -4.205 -18.771
H -8.937 -3.635 -15.892
H -8.577 -1.804 -17.022
H -7.360 -2.602 -18.102
H -6.164 -1.482 -16.379
H -5.981 -3.189 -15.987
H -6.082 -3.072 -13.400
H -6.513 -1.449 -12.943
H -5.208 -1.770 -14.100



Copy entry 1 word for word.
15
Properties=species:S:1:pos:R:3 method="wB97M-V/def2-TZVPD" homo_energy_ev=-8.6016 e_above_lowest_ev=4.661 max_force_ev_per_a=0.646 energy_ev=-9301.732
C 1.856 -0.166 0.554
C 1.517 -1.193 -0.479
O 0.248 -1.644 -0.404
C -0.813 -0.799 -0.099
N -1.834 -1.085 0.576
C -0.679 0.482 -0.885
N -0.818 1.644 -0.019
H 1.073 0.236 1.197
H 2.493 0.630 0.154
H 2.528 -0.788 1.167
H 0.311 0.491 -1.351
H -1.771 -1.995 1.025
H -1.401 0.446 -1.713
H -1.329 2.370 -0.500
H -1.381 1.371 0.778



Repeat the first record exactly.
15
Properties=species:S:1:pos:R:3 method="wB97M-V/def2-TZVPD" homo_energy_ev=-8.6016 e_above_lowest_ev=4.661 max_force_ev_per_a=0.646 energy_ev=-9301.732
C 1.856 -0.166 0.554
C 1.517 -1.193 -0.479
O 0.248 -1.644 -0.404
C -0.813 -0.799 -0.099
N -1.834 -1.085 0.576
C -0.679 0.482 -0.885
N -0.818 1.644 -0.019
H 1.073 0.236 1.197
H 2.493 0.630 0.154
H 2.528 -0.788 1.167
H 0.311 0.491 -1.351
H -1.771 -1.995 1.025
H -1.401 0.446 -1.713
H -1.329 2.370 -0.500
H -1.381 1.371 0.778